Formula: C36H45F27O18
Source: OMol25
Level of theory: ωB97M-V/def2-TZVPD

Its HOMO energy is -0.4033 hartree. The lowest unoccupied orbital energy is 0.138 eV. As for the SMILES: CCOC(=O)C(F)(F)F.CCOC(=O)C(F)(F)F.CCOC(=O)C(F)(F)F.CCOC(=O)C(F)(F)F.CCOC(=O)C(F)(F)F.CCOC(=O)C(F)(F)F.CCOC(=O)C(F)(F)F.CCOC(=O)C(F)(F)F.CCOC(=O)C(F)(F)F. As for the energy above the lowest of the compared OMol25 structures with the same formula, charge and spin: 5.8367 eV. As for the spin multiplicity: 1. Its total energy is -148286.9377 eV.

XYZ file:
```
126
Properties=species:S:1:pos:R:3:forces:R:3
C -3.444656 14.658247 -3.063776 -0.864 0.209 -0.837
C -2.205286 13.828447 -3.425966 -0.258 1.559 0.545
O -2.000736 12.833607 -2.432076 -1.078 -2.590 0.581
C -2.804386 11.705817 -2.453776 -0.891 0.331 -2.830
O -3.533796 11.325887 -3.391176 2.481 1.516 3.379
C -2.657146 10.851687 -1.136576 -0.619 -0.381 -0.253
F -1.689206 11.275687 -0.326716 -0.316 0.126 -0.177
F -3.821196 10.772637 -0.469546 0.044 1.135 0.110
F -2.431366 9.586647 -1.455746 0.889 -0.431 -0.611
H -3.290516 15.694447 -3.364806 0.058 -0.006 -0.227
H -3.678726 14.730897 -2.001686 0.576 -0.406 0.158
H -4.378466 14.341607 -3.528376 0.116 -0.246 -0.162
H -1.416246 14.569137 -3.295976 0.554 -0.583 0.227
H -2.073686 13.454757 -4.441416 -0.692 -0.234 0.097
C -8.797266 2.195257 -5.732286 0.168 1.867 0.930
C -9.646406 3.007497 -6.711816 -0.090 -1.574 -0.970
O -10.532716 3.938087 -6.070256 -1.482 0.762 -0.014
C -11.612026 4.409987 -6.761736 -0.753 -1.217 -2.160
O -11.967446 4.073337 -7.896516 1.278 0.910 3.063
C -12.509766 5.463637 -5.926866 1.560 -1.504 -1.716
F -11.962716 6.693647 -6.168886 -1.181 -0.891 0.610
F -13.793766 5.377757 -6.343866 1.346 0.666 0.485
F -12.432406 5.131137 -4.652416 -0.322 0.741 0.395
H -8.214066 2.949607 -5.204136 0.470 -0.287 0.282
H -8.114646 1.485497 -6.199576 -0.254 0.184 -0.305
H -9.373576 1.691167 -4.956496 -0.277 -0.079 -0.308
H -10.179626 2.220707 -7.245406 -0.688 0.589 -0.402
H -9.070516 3.580387 -7.438626 0.223 -0.165 0.114
C -4.023226 -4.792283 -7.213696 -1.481 -0.856 -0.738
C -2.925736 -3.757733 -7.189256 1.295 -2.322 1.807
O -2.877626 -2.827303 -8.206686 -0.387 1.108 -3.628
C -2.713166 -3.196333 -9.547476 0.391 -4.340 1.245
O -2.412676 -4.337503 -9.985026 -1.036 4.624 1.967
C -3.144216 -2.064303 -10.500306 1.969 -0.299 0.678
F -2.330256 -2.094023 -11.556586 0.125 0.415 -0.088
F -4.345976 -2.331053 -10.925506 -1.406 0.321 -0.134
F -3.059606 -0.863503 -9.904156 -0.405 -0.360 -0.534
H -4.259366 -5.204083 -8.194906 0.425 0.368 -0.436
H -5.007956 -4.484433 -6.862106 0.146 0.609 0.221
H -3.842156 -5.723893 -6.677556 0.693 0.335 0.457
H -1.964356 -4.267913 -7.129456 0.157 -0.350 -0.483
H -2.902596 -3.267943 -6.215766 -0.484 0.748 -0.332
C -4.124056 2.117207 3.043084 -0.431 1.090 -0.291
C -5.328696 1.735347 2.168904 1.697 -0.397 1.415
O -6.116896 2.931147 2.098134 -1.461 0.384 -1.663
C -7.190166 2.935077 1.251704 -0.129 -2.305 -0.103
O -7.593986 1.968797 0.615024 1.032 2.347 1.230
C -8.029746 4.261687 1.299994 -0.397 0.529 -1.090
F -7.381136 5.361477 1.657854 0.505 -0.311 0.549
F -8.522126 4.567207 0.057674 0.188 -0.967 1.097
F -9.054566 4.078737 2.153624 0.382 -0.028 -0.465
H -3.571796 2.920437 2.555294 0.325 -0.290 -0.455
H -3.468166 1.266467 3.227854 -0.155 0.129 0.199
H -4.449836 2.661337 3.929594 -0.106 -0.723 0.481
H -5.846896 0.920417 2.674314 -0.519 0.164 -0.314
H -4.863866 1.359107 1.257594 -0.924 0.377 -0.600
C 2.853414 3.575677 13.053724 0.235 0.854 -0.182
C 2.252154 3.733457 11.634534 0.369 -1.070 1.565
O 1.603654 2.470837 11.357934 -0.158 -1.087 -1.668
C 1.395234 2.028627 10.097614 1.211 4.389 -2.374
O 1.564144 2.658777 9.012934 -0.301 -2.303 4.376
C 0.800274 0.655527 10.070034 0.070 -1.196 0.859
F -0.218626 0.688907 9.245814 -0.721 -0.408 -0.497
F 1.702324 -0.247733 9.627884 -0.383 0.363 0.240
F 0.357924 0.251327 11.288004 0.325 0.123 -0.790
H 3.568524 2.763967 13.187274 -0.232 -0.230 -0.466
H 2.151494 3.541157 13.886934 -0.323 -0.131 -0.355
H 3.445324 4.477267 13.211434 0.038 0.192 0.100
H 3.092284 3.889257 10.957774 -0.529 0.265 -0.378
H 1.460434 4.482367 11.655034 0.400 0.240 -0.433
C 11.175504 -4.963363 -0.823126 -0.525 -0.031 -0.793
C 11.017764 -3.484133 -1.187446 -0.667 -1.304 -0.260
O 10.729444 -2.741983 0.005174 -1.104 1.451 1.305
C 9.467414 -2.511623 0.524374 -0.094 -1.197 -1.901
O 8.418294 -3.018293 0.171304 2.069 0.804 0.544
C 9.460364 -1.379813 1.618344 0.801 -2.416 0.315
F 8.758064 -1.854273 2.684294 0.761 0.442 -0.424
F 10.693774 -1.017983 1.975994 -0.229 -0.227 0.413
F 8.855614 -0.344013 1.155784 -1.069 1.611 -0.686
H 10.280504 -5.433003 -0.415066 0.073 0.511 0.827
H 12.080784 -5.034903 -0.220236 -0.334 -0.434 0.213
H 11.260714 -5.595763 -1.706816 0.661 0.327 -0.380
H 10.288214 -3.258603 -1.965266 -0.358 -0.233 0.235
H 11.977064 -3.192243 -1.614806 0.010 0.690 0.594
C 2.245364 -0.556513 1.947184 -0.448 -0.038 0.510
C 1.819714 -0.845103 0.542474 0.260 -0.068 -0.653
O 1.062694 0.275487 0.039014 -1.388 0.250 -2.001
C 0.473174 0.108977 -1.204876 2.055 -3.957 1.183
O 0.542964 -0.940383 -1.850816 -0.224 2.865 1.416
C -0.314746 1.292047 -1.689296 0.082 0.927 -0.589
F 0.323564 1.839717 -2.773016 -0.838 -0.383 1.149
F -1.512286 0.812717 -2.092416 0.584 1.039 0.423
F -0.431936 2.244397 -0.729436 -0.383 -0.826 -1.206
H 2.675084 0.424717 2.148734 0.265 -0.127 -0.411
H 2.916524 -1.362443 2.244024 0.125 0.180 0.177
H 1.354754 -0.617673 2.572624 0.036 -0.046 0.196
H 1.227304 -1.760023 0.551144 -0.260 0.129 -0.266
H 2.642374 -1.013623 -0.152456 0.133 0.050 0.082
C 7.532784 -7.715853 5.895584 -1.164 0.018 0.009
C 7.892754 -6.253623 5.789884 0.810 -0.162 -0.154
O 7.850144 -5.553023 7.052804 -0.442 0.868 1.191
C 6.649714 -5.184633 7.609044 1.791 -1.580 -0.546
O 5.614804 -5.416053 7.080544 -0.908 0.595 0.178
C 6.800364 -4.684183 9.127234 -0.976 -0.734 -2.032
F 6.222654 -5.644273 9.887524 0.721 0.639 -0.068
F 8.072094 -4.510833 9.436004 -0.295 0.129 0.552
F 6.091324 -3.558423 9.279914 0.556 -0.234 0.235
H 7.546344 -8.140603 4.891844 0.089 -0.063 -0.015
H 6.505534 -7.790603 6.252344 -0.067 -0.191 -0.004
H 8.151574 -8.332593 6.547374 0.255 0.391 -0.014
H 7.359614 -5.717583 5.004694 -0.505 -0.066 0.327
H 8.935214 -6.219323 5.473344 0.135 0.395 0.336
C 2.949604 -8.208703 -1.268686 -1.335 1.037 0.116
C 3.209004 -8.014853 -2.758606 2.409 -2.029 0.836
O 2.160414 -8.603353 -3.539846 -1.159 -0.767 -1.256
C 2.153184 -9.926963 -3.876056 1.389 -1.019 2.343
O 2.954954 -10.766903 -3.501806 -0.882 1.718 -0.674
C 0.929584 -10.492233 -4.684126 1.731 1.414 -0.813
F 0.087044 -9.538633 -5.009136 -1.072 0.387 0.208
F 1.469024 -10.903313 -5.868196 -0.471 -0.634 0.777
F 0.315634 -11.475103 -4.040426 0.288 0.234 -0.414
H 2.147994 -7.476263 -1.173606 -0.543 -0.390 1.030
H 3.690824 -7.921963 -0.522726 0.576 0.293 -0.712
H 2.644114 -9.202653 -0.941806 -0.230 -0.026 -0.587
H 4.140044 -8.540813 -2.969866 0.043 -0.063 -0.536
H 3.390254 -6.967773 -3.001216 -0.746 -0.149 -0.315
```
Forces are in eV/Å.

Results of the Löwdin charge analysis, in e, for atoms 1 through 2: C -0.064; C -0.205

Formula: C36H45N9
Source: OMol25
Level of theory: ωB97M-V/def2-TZVPD

Its HOMO energy is -0.2936 hartree. The lowest unoccupied orbital energy is 0.555 eV. As for the SMILES: c1cc[nH]c1.c1cc[nH]c1.c1cc[nH]c1.c1cc[nH]c1.c1cc[nH]c1.c1cc[nH]c1.c1cc[nH]c1.c1cc[nH]c1.c1cc[nH]c1. As for the energy above the lowest of the compared OMol25 structures with the same formula, charge and spin: 2.6586 eV. As for the spin multiplicity: 1. Its total energy is -51468.6746 eV.

XYZ file:
```
90
Properties=species:S:1:pos:R:3:forces:R:3
N -1.087138 -1.981536 -1.962998 0.365 -2.400 0.036
C -0.990921 -2.562996 -0.733763 -0.282 0.508 -0.278
C -1.022725 -3.902939 -0.931872 0.845 -0.796 1.798
C -0.977663 -4.186055 -2.298632 -0.597 -0.343 -1.026
C -1.087178 -2.965884 -2.930698 0.267 0.048 1.203
H -1.117355 -1.029341 -2.110690 0.058 2.139 -0.626
H -0.873416 -1.980131 0.157696 -0.200 0.121 0.236
H -0.975230 -4.579573 -0.091845 0.069 -0.279 -0.219
H -0.918760 -5.192184 -2.743551 -0.173 0.868 0.148
H -1.190892 -2.682493 -3.929470 -0.001 0.169 -1.378
N 3.523749 -2.393847 -0.872791 -0.148 1.299 0.136
C 2.847769 -3.030509 -1.900475 2.280 0.735 1.387
C 3.744667 -3.185187 -2.898935 -0.444 0.013 -0.223
C 4.944231 -2.571353 -2.474480 0.682 0.152 -2.254
C 4.784511 -1.963433 -1.297344 -1.965 -1.613 0.642
H 3.089756 -2.013432 -0.055182 -0.294 0.098 0.303
H 1.899746 -3.428940 -1.795691 -1.797 -0.434 0.330
H 3.420509 -3.598301 -3.825197 0.527 -0.473 -0.614
H 5.816459 -2.481933 -3.059611 0.845 0.033 -0.617
H 5.462463 -1.333502 -0.786842 0.174 0.280 0.806
N -3.124746 -0.028151 2.679069 -0.506 -0.240 0.487
C -2.473362 -1.204335 2.580998 -1.039 -0.607 -0.645
C -1.294318 -1.144675 3.214916 1.478 -0.301 -0.203
C -1.169968 0.161315 3.742424 -0.839 -0.148 -0.082
C -2.349600 0.797950 3.429567 -0.044 1.825 0.289
H -4.070934 0.093619 2.319913 0.667 0.405 0.300
H -2.941325 -2.004047 2.081536 -0.279 -0.823 -0.596
H -0.546091 -1.916782 3.107817 0.061 0.022 0.497
H -0.358500 0.520018 4.326404 0.399 0.391 0.257
H -2.674648 1.825435 3.641398 0.230 -0.644 -0.113
N 0.736059 -2.493411 6.546026 -0.081 -0.608 0.255
C 0.915342 -1.154564 6.659842 -0.830 0.839 1.250
C 2.106868 -0.777452 6.157532 1.337 -1.615 -1.278
C 2.695145 -2.015224 5.570484 0.080 1.223 2.013
C 1.870105 -3.047162 5.962046 -0.665 1.067 -0.229
H -0.086240 -2.954660 6.967096 1.159 0.190 -0.719
H 0.222264 -0.597893 7.277955 -0.033 0.098 -0.334
H 2.660287 0.142273 6.307735 -0.468 0.008 -0.355
H 3.751437 -2.030205 5.280739 -0.706 -0.427 -0.217
H 1.969120 -4.099978 5.980447 0.186 -0.736 -0.471
N -0.021903 3.275713 1.996731 4.191 -1.987 -1.354
C -0.133603 3.360954 0.626724 -0.139 -0.308 -0.353
C -1.220791 4.187085 0.343760 0.391 -0.436 -2.341
C -1.683501 4.654866 1.561431 -0.766 1.175 1.015
C -0.881690 4.097282 2.516811 -2.227 1.382 2.147
H 0.859067 2.829018 2.435602 -2.422 1.009 -0.797
H 0.644251 2.862610 0.065548 -0.532 0.217 -0.337
H -1.678141 4.429291 -0.658653 0.938 -0.363 1.255
H -2.437787 5.424382 1.785678 0.302 -0.737 -0.329
H -1.017788 4.178075 3.557842 0.113 0.183 1.060
N -3.082993 2.053308 -3.113694 -1.688 0.097 1.782
C -3.061018 0.960949 -3.878154 -1.614 -2.902 0.422
C -2.141220 1.109802 -4.844554 0.425 0.154 -3.069
C -1.706778 2.469294 -4.721160 2.715 -0.848 -1.635
C -2.249388 2.964909 -3.605073 0.761 3.418 0.356
H -3.720267 2.126421 -2.336733 0.244 0.245 0.118
H -3.782942 0.135122 -3.692442 0.821 0.756 -0.089
H -2.000537 0.479960 -5.773737 -0.054 0.635 1.589
H -0.865276 2.925320 -5.283217 -0.977 -0.271 0.348
H -2.061385 4.006128 -3.246414 -0.553 -1.337 0.153
N 2.751080 0.043724 -3.907431 -0.157 -0.782 -0.484
C 3.742797 0.946656 -3.703609 2.027 -2.182 0.203
C 3.223868 2.129024 -3.410268 -2.137 2.113 0.272
C 1.789577 1.985705 -3.481976 -0.371 -0.659 -0.627
C 1.523508 0.660814 -3.820172 0.205 -0.221 0.513
H 2.970065 -0.926996 -4.141486 -0.510 0.524 0.371
H 4.773359 0.578298 -3.656743 -0.483 0.342 -0.207
H 3.699525 3.059809 -3.173409 0.372 0.038 -0.009
H 1.024885 2.754500 -3.479321 0.245 -0.054 0.339
H 0.599171 0.054050 -3.906750 0.763 0.844 -0.126
N 2.077247 0.971114 -0.126564 0.182 -0.740 1.354
C 1.433575 0.443158 0.957403 0.976 0.195 0.239
C 2.390917 0.035353 1.852809 -0.193 -0.411 0.507
C 3.667214 0.323825 1.286201 -0.910 -0.006 -0.403
C 3.423147 0.879189 0.048000 0.663 -0.138 -0.518
H 1.554948 1.230317 -0.912758 -0.096 0.529 -1.601
H 0.388362 0.559359 1.054765 -0.914 -0.281 0.109
H 2.180315 -0.488357 2.786600 0.151 0.411 -0.190
H 4.611048 0.120379 1.738058 0.440 -0.071 0.035
H 4.096641 1.069744 -0.785536 -0.227 0.243 0.396
N -4.933978 -0.652813 -0.447375 -1.379 0.216 0.042
C -5.567402 0.495660 0.065093 -3.681 -1.756 -0.022
C -4.703500 1.501970 0.254111 1.314 -0.436 -0.204
C -3.418496 0.938445 -0.162815 -0.953 0.947 0.343
C -3.625158 -0.348785 -0.570602 0.987 1.019 -1.016
H -5.349970 -1.447405 -0.966640 0.175 1.066 0.988
H -6.688727 0.513125 0.310325 1.959 -0.305 -0.586
H -5.035702 2.466312 0.648909 0.700 -0.365 -0.149
H -2.517381 1.499267 -0.183596 0.745 0.108 0.047
H -2.966723 -0.934435 -1.193093 -0.141 -0.310 0.545
```
Forces are in eV/Å.

Results of the Löwdin charge analysis, in e, for atoms 1 through 2: N 0.015; C -0.150

| no. | Kohn-Sham gap (eV) |
| --- | --- |
| 1 | 11.1 |
| 2 | 8.5 |